Molecular formula: C4H10N2O
Method: DFT, ωB97M-V/def2-TZVPD

Last columns: bonded neighbours and bond lengths (Å).
Atoms and positions in Å:
1 C 0.832 2.061 -0.749  C2 1.501, H5 1.099, H6 1.101, H7 1.099
2 C 1.532 1.063 0.127  C1 1.501, N3 1.331, O4 1.240
3 N 0.752 0.370 0.954  C2 1.331, H8 1.027, H9 1.000
4 O 2.770 1.024 0.131  C2 1.240
5 H -0.257 2.105 -0.609  C1 1.099
6 H 1.053 1.785 -1.792  C1 1.101
7 H 1.321 3.023 -0.537  C1 1.099
8 H -0.268 0.288 0.866  N3 1.027
9 H 1.281 -0.240 1.544  N3 1.000
10 C -2.170 -0.508 0.586  C11 1.379, H13 1.103, H14 1.090
11 C -1.660 -1.733 0.210  C10 1.379, N12 1.396, H15 1.094
12 N -1.629 -2.174 -1.115  C11 1.396, H16 1.021, H17 1.015
13 H -2.584 0.190 -0.160  C10 1.103
14 H -2.436 -0.421 1.639  C10 1.090
15 H -1.323 -2.506 0.906  C11 1.094
16 H -2.441 -1.910 -1.675  N12 1.021
17 H -1.575 -3.186 -1.156  N12 1.015

Calculated values
DFT total energy = -343.14499 Ha
Charge = 0
Energy above the lowest of the compared OMol25 structures with the same formula, charge and spin = 35.4 kcal/mol
Spin multiplicity = 1
HOMO = -8.92 eV
Orbital gap = 9.7 eV
SMILES = CC(N)=O.C=CN